A cluster of 7 separate species, C14H21N7 in total at a distorted geometry. Source: the OMol25 dataset; level of theory: wB97M-V/def2-TZVPD.

Properties
charge	-1
2S+1	2
E	-25285.8880	eV
energy relative to the best compared isomer or geometry (same formula, charge and spin)	22.6	kJ/mol
orbital gap (spin up / spin down)	1.86 / 11.17	eV
expectation value of S²	0.75
HOMO energy (spin up / spin down)	0.3 / -9.0	eV

Each line ends with the Löwdin spin population.
Positions of all 42 atoms, in Å:
N: -0.5917 9.1337 10.5837  0.000
N: -4.4871 6.9240 1.4606  0.012
N: -1.7510 4.7895 5.6472  0.002
N: -6.8080 8.5992 6.1516  0.005
N: -2.9387 14.6799 5.3739  0.001
N: -0.3022 10.4829 -0.3608  0.004
N: -2.9184 8.9373 6.7985  0.002
C: -6.2794 6.2556 -0.3042  0.214
C: -6.8864 8.5900 7.2794  0.009
C: -3.7041 8.5020 4.3742  0.025
C: -2.5837 13.6449 5.6154  0.015
C: -1.7065 5.1024 4.5263  0.026
C: -7.0017 8.5154 8.7562  0.004
C: -5.2766 6.6482 0.6758  0.169
C: -2.0850 8.5849 0.2542  0.102
C: -0.6863 9.9137 9.7320  0.003
C: -2.1872 12.3229 6.0415  0.015
C: -3.2375 8.7553 5.7061  0.011
C: -1.0674 9.6470 -0.0678  0.067
C: -0.8519 11.0007 8.6409  0.006
C: -1.7576 5.4148 3.0568  0.064
H: -7.0878 5.8851 0.3260  0.024
H: -7.1216 9.4924 9.2244  0.001
H: -2.6915 12.1542 6.9929  0.001
H: -2.8408 8.8640 0.9883  0.009
H: -3.7445 7.4528 4.0817  0.003
H: -1.9336 10.9837 8.5072  0.001
H: -0.9954 4.8062 2.5702  0.016
H: -0.2417 10.7962 7.7612  0.002
H: -2.5727 11.5884 5.3343  0.006
H: -6.6494 7.0552 -0.9460  0.032
H: -2.9548 8.9408 3.7154  0.010
H: -1.4944 7.7656 0.6643  0.014
H: -4.6354 9.0457 4.2154  0.010
H: -2.5266 8.0994 -0.6160  0.042
H: -0.5453 11.9863 8.9912  0.001
H: -2.6933 5.1955 2.5425  0.019
H: -1.5111 6.4738 2.9806  0.010
H: -1.1001 12.3067 6.1196  0.003
H: -5.9592 5.4371 -0.9490  0.041
H: -6.0115 8.2387 9.1181  0.000
H: -7.7673 7.7911 9.0346  0.000

***

A structure of composition CF3O3SSn at a distorted geometry. Source: the OMol25 dataset; level of theory: wB97M-V/def2-TZVPD.

Properties
charge	+1
E	-31986.2156	eV
energy relative to the best compared isomer or geometry (same formula, charge and spin)	197.3	kJ/mol
orbital gap	4.53	eV
HOMO energy	-13.6	eV

Each line ends with the natural charge from an NBO analysis.
Positions of all 9 atoms, in Å:
Sn: 1.5783 3.6900 -0.9030  1.715
S: -0.2099 0.4956 0.1943  2.217
F: 0.6304 -1.7890 -0.9205  -0.271
F: -1.4469 -1.6622 -0.0781  -0.275
F: 0.2493 -2.0480 1.1245  -0.305
O: -0.9227 1.0396 -0.9863  -0.965
O: -0.9001 0.7560 1.4691  -0.887
O: 1.1901 0.9368 0.0943  -1.031
C: -0.1685 -1.4188 0.0058  0.801